Record 1
74
Properties=species:S:1:pos:R:3 method="wB97M-V/def2-TZVPD" spin_multiplicity=6 charge=+3 total_energy_ev=-83101.5565 s2=8.799 relative_energy_kj_mol=244.2 gap_ev="3.63 / 4.16"
C 2.075 -2.961 2.374
H -2.180 -3.778 1.637
C -2.510 2.252 0.381
C 0.877 2.641 2.766
H -3.311 -0.017 3.402
H -1.917 1.537 2.319
Sm -0.423 -0.488 0.165
C -2.036 -1.891 -0.637
C 2.852 1.973 0.933
C 2.574 0.526 3.361
H 0.050 2.363 3.429
C 2.019 -4.002 -0.219
H -1.131 -1.317 -2.543
C 3.413 -1.617 0.253
P 1.793 -2.399 0.650
H 3.450 2.209 -5.720
H 1.659 3.129 3.362
N -1.851 1.289 -0.338
P -1.630 -1.557 2.482
C 2.602 0.341 -4.964
H -3.870 3.860 -0.237
H -4.759 2.882 -3.041
C -3.270 3.021 -0.495
H 2.872 -3.713 2.387
C -3.663 2.870 -3.079
H -1.869 0.904 -2.401
H 3.381 -0.133 3.021
H 0.108 -1.730 4.163
H -2.884 -1.190 -0.723
N -2.233 1.470 -1.648
H -0.825 0.105 -4.246
H 1.339 3.548 -5.580
H 4.172 -2.395 0.094
H -3.353 2.178 -3.871
H 2.231 -3.820 -1.274
H -0.574 -0.084 4.101
C 1.383 2.503 -5.265
H -1.078 -3.868 3.020
H -3.302 2.645 2.331
C -3.315 -0.810 2.638
H -2.833 -3.509 3.273
H -4.040 -1.595 2.904
H -2.305 -2.810 -0.094
C 2.537 1.787 -5.309
H 1.157 -3.411 2.768
C -0.996 -1.846 -1.583
H 3.220 0.038 -4.096
H -3.346 3.881 -3.363
H 2.845 -4.553 0.245
C -1.961 -3.352 2.623
C 0.175 1.907 -4.835
C -2.339 2.432 1.839
H -0.259 -2.650 -1.676
H 3.016 1.385 3.882
C 0.132 0.557 -4.494
C -0.820 -1.153 4.069
H 1.930 -0.016 4.065
H 2.350 -2.126 3.027
H 1.098 -4.587 -0.131
H -1.498 -1.401 4.891
H 0.510 3.337 2.002
S 1.508 -1.854 -4.242
C -3.096 2.492 -1.774
P 1.564 1.148 1.956
H 2.947 -0.198 -5.870
H 3.415 1.234 0.350
H 2.354 2.671 0.246
C 1.280 -0.267 -4.543
H -0.728 2.509 -4.794
H 3.750 -0.939 1.048
H -3.619 -0.359 1.678
H 3.541 2.534 1.579
H 3.302 -1.040 -0.675
H -1.661 3.273 2.048


Record 2
90
Properties=species:S:1:pos:R:3 method="wB97M-V/def2-TZVPD" charge=+2 total_energy_ev=-126043.7420 relative_energy_kj_mol=0.0 gap_ev="7.49 / 7.45"
H 2.003 3.144 1.332
O 0.412 1.552 -1.730
H 1.833 -1.154 5.152
H -5.852 2.435 -2.262
P 1.132 1.123 2.911
C -0.332 -3.209 3.423
C -2.870 1.169 2.064
C -4.166 3.589 -1.630
O -0.277 0.356 3.154
H 2.114 4.309 2.672
O 0.004 3.783 -0.771
P -0.981 -0.819 2.307
C -0.063 3.264 4.026
H -4.723 4.513 -1.558
O 0.006 -1.241 1.226
N 2.919 2.596 -2.276
C -2.809 3.575 -1.323
H 2.035 2.329 -2.687
H -0.080 -1.883 -3.893
H 0.502 3.949 4.660
H 2.146 -1.305 3.405
O -1.122 -0.064 -3.410
O -0.934 -0.511 -1.015
H -2.088 1.794 2.482
H 1.352 -2.914 -3.937
H 0.194 -3.280 0.294
O -0.426 1.661 0.428
N -2.398 -0.196 1.868
N 0.799 2.694 2.992
S 1.630 -1.105 -2.490
H -4.217 -1.273 1.851
H -4.554 0.329 -2.479
C -2.094 2.392 -1.425
H 4.788 3.508 -0.698
O -2.830 -1.354 -2.184
C -2.349 -2.092 4.237
C 3.351 1.982 -1.193
S -0.438 2.433 -0.850
H -3.037 -1.272 4.048
H -3.731 1.170 2.736
H 2.938 -3.077 -2.309
H -3.707 -0.613 0.282
H -1.936 -1.981 5.242
H -2.303 4.476 -1.007
C 3.196 -2.021 -2.271
C -4.797 2.426 -2.026
H 0.095 -3.183 4.427
S 2.757 -1.679 0.436
H 0.680 4.272 1.615
H -2.903 -3.030 4.189
H 2.446 2.588 4.925
W 0.911 -0.024 -0.265
C 2.532 1.544 5.214
H -2.899 -2.032 0.934
C -3.360 -1.083 1.201
H -3.172 1.592 1.103
O 2.773 0.973 -0.711
S 0.995 -4.614 -1.533
H -0.879 3.817 3.557
H 1.942 1.368 6.115
O 1.680 0.680 1.576
H -0.851 -4.160 3.295
C 3.893 -1.706 -0.969
H 3.579 1.337 5.436
C -2.725 1.215 -1.846
H 5.462 1.914 -1.038
H 0.774 -4.859 0.787
N -1.279 -2.112 3.236
H 3.400 3.407 -2.628
H 3.838 -1.777 -3.117
C -0.070 -3.423 -2.391
H 4.353 -0.723 -0.960
C 2.396 -0.746 4.308
S -1.870 -0.296 -2.211
N 2.103 0.672 4.121
H -0.487 2.481 4.652
C -4.076 1.239 -2.143
C 0.634 -2.421 -3.278
H 0.463 -3.145 2.688
H -0.715 -2.940 -1.659
H 2.379 -3.557 1.760
H 3.168 -3.999 0.270
C 4.630 2.440 -0.565
H -0.723 -4.012 -3.037
H 3.461 -0.876 4.499
C 2.326 -3.437 0.677
H 4.620 2.187 0.493
C 1.441 3.663 2.105
C 1.002 -3.994 0.160
H 4.672 -2.440 -0.762